Density functional theory data (wB97M-V/def2-TZVPD) for one molecule with the formula C21H29N5O6S in a non-equilibrium geometry.

Computed properties:
SMILES string ... CCCc1nn(C)c2c(=O)[nH]c(-c3cc(S(=O)(=O)N(CCO)CCO)ccc3OCC)nc12
E ... -52818.0840 eV
Energy above the lowest of the compared OMol25 structures with the same formula, charge and spin ... 0.726 eV

Last column: natural (NBO) charge in e.
Element x y z (Å)
1 C 5.647 3.361 1.352  -0.60
2 C 4.921 2.146 0.791  -0.39
3 C 5.144 0.909 1.664  -0.43
4 C 4.502 -0.304 1.092  0.12
5 N 5.177 -1.428 0.911  -0.22
6 N 4.352 -2.341 0.407  -0.13
7 C 4.793 -3.672 0.109  -0.42
8 C 3.113 -1.832 0.245  -0.02
9 C 1.893 -2.425 -0.237  0.64
10 O 1.716 -3.556 -0.643  -0.60
11 N 0.861 -1.492 -0.194  -0.61
12 C 0.985 -0.185 0.224  0.44
13 C -0.279 0.580 0.224  -0.21
14 C -1.332 -0.078 0.862  -0.06
15 C -2.608 0.433 0.895  -0.41
16 S -3.898 -0.660 1.470  2.33
17 O -3.258 -1.872 1.917  -0.96
18 O -4.788 -0.029 2.406  -0.96
19 N -4.799 -1.043 0.114  -0.70
20 C -4.127 -1.168 -1.163  -0.26
21 C -3.324 -2.477 -1.276  -0.07
22 O -2.157 -2.484 -0.499  -0.76
23 C -6.216 -0.762 0.141  -0.24
24 C -6.587 0.672 -0.255  -0.07
25 O -5.964 1.641 0.547  -0.74
26 C -2.869 1.683 0.350  -0.17
27 C -1.834 2.369 -0.239  -0.25
28 C -0.536 1.835 -0.357  0.38
29 O 0.280 2.638 -1.058  -0.48
30 C 1.558 2.249 -1.539  -0.08
31 C 1.471 1.226 -2.665  -0.64
32 N 2.083 0.334 0.653  -0.49
33 C 3.163 -0.496 0.678  0.12
34 H 5.476 4.232 0.723  0.21
35 H 6.718 3.178 1.403  0.20
36 H 5.290 3.587 2.355  0.20
37 H 5.279 1.941 -0.221  0.20
38 H 3.851 2.350 0.738  0.21
39 H 4.727 1.098 2.657  0.22
40 H 6.211 0.706 1.773  0.22
41 H 3.945 -4.236 -0.274  0.25
42 H 5.180 -4.146 1.012  0.21
43 H 5.590 -3.643 -0.636  0.21
44 H -0.055 -1.838 -0.477  0.46
45 H -1.146 -1.018 1.356  0.23
46 H -4.887 -1.163 -1.947  0.22
47 H -3.451 -0.321 -1.333  0.21
48 H -2.999 -2.597 -2.314  0.18
49 H -3.974 -3.319 -1.008  0.17
50 H -2.433 -2.507 0.437  0.50
51 H -6.542 -0.945 1.166  0.23
52 H -6.727 -1.470 -0.518  0.21
53 H -6.284 0.880 -1.287  0.17
54 H -7.682 0.771 -0.189  0.17
55 H -5.822 1.267 1.433  0.50
56 H -3.867 2.092 0.375  0.27
57 H -1.999 3.342 -0.675  0.23
58 H 1.983 3.182 -1.917  0.19
59 H 2.178 1.877 -0.719  0.22
60 H 0.848 1.607 -3.471  0.22
61 H 1.045 0.289 -2.315  0.21
62 H 2.467 1.031 -3.052  0.22

Forces on atoms 1 to 3 (eV/Å):
C -0.141 -0.119 -0.165
C 0.162 0.056 0.222
C -0.108 0.083 -0.186

Density functional theory data (wB97M-V/def2-TZVPD) for C21H29N6PPtSSe as an isolated structure.

Computed properties:
Multiplicity ... 3
E ... -119893.1124 eV
Net charge ... +2
Energy above the lowest of the compared OMol25 structures with the same formula, charge and spin ... 0.000 eV

Last column: Löwdin spin population.
Element x y z (Å)
1 Pt 0.384 0.009 0.534  0.86
2 C 3.258 -1.483 0.026  0.02
3 C 2.953 -0.522 -1.082  0.02
4 C 3.826 -0.424 -2.186  0.00
5 C 3.554 0.458 -3.189  0.01
6 C 2.423 1.299 -3.100  0.00
7 C 2.103 2.248 -4.096  0.03
8 C 1.019 3.065 -3.936  0.00
9 C 0.230 2.979 -2.776  0.04
10 C 0.513 2.067 -1.782  0.03
11 S -0.432 2.050 -0.303  0.36
12 C 1.611 1.185 -1.954  0.00
13 N 1.875 0.239 -0.991  0.05
14 H 3.864 -2.314 -0.331  0.00
15 H 2.345 -1.872 0.479  0.02
16 H 3.829 -0.969 0.803  0.00
17 H 4.701 -1.058 -2.218  0.00
18 H 4.206 0.536 -4.050  0.00
19 H 2.736 2.324 -4.971  0.00
20 H 0.773 3.801 -4.690  0.00
21 H -0.604 3.657 -2.645  0.00
22 C -1.219 0.780 5.484  0.00
23 N -1.948 1.561 4.371  0.00
24 C -3.299 0.864 4.112  0.00
25 N -3.106 -0.506 3.801  0.00
26 C -2.397 -1.187 4.885  0.00
27 N -1.086 -0.588 5.132  0.01
28 C -0.144 -0.818 4.033  0.03
29 P -0.757 -0.067 2.461  0.10
30 C -1.121 1.624 3.121  0.01
31 C -2.477 -0.724 2.495  0.00
32 H -1.831 0.893 6.378  0.00
33 H -0.252 1.260 5.628  0.00
34 H -2.128 2.511 4.702  0.00
35 H -3.782 1.401 3.297  0.00
36 H -3.875 0.978 5.030  0.00
37 H -2.273 -2.238 4.631  0.00
38 H -2.994 -1.118 5.795  0.00
39 H -0.010 -1.892 3.891  0.00
40 H 0.833 -0.401 4.282  0.00
41 H -1.661 2.205 2.372  0.00
42 H -0.187 2.142 3.343  0.00
43 H -2.460 -1.794 2.277  0.00
44 H -3.064 -0.248 1.707  0.00
45 C 1.151 -3.381 -2.698  0.00
46 N 0.501 -2.154 -3.147  0.02
47 C 0.640 -1.597 -4.396  0.02
48 C -0.216 -0.551 -4.461  0.01
49 N -0.869 -0.487 -3.254  0.02
50 C -1.948 0.443 -2.932  0.00
51 C -0.419 -1.464 -2.449  0.02
52 Se -0.960 -1.816 -0.688  0.28
53 H 1.892 -3.664 -3.440  0.00
54 H 0.413 -4.174 -2.597  0.00
55 H 1.630 -3.218 -1.738  0.00
56 H 1.316 -1.998 -5.130  0.00
57 H -0.421 0.141 -5.258  0.00
58 H -2.121 1.069 -3.802  0.00
59 H -1.666 1.057 -2.079  0.00
60 H -2.850 -0.118 -2.700  0.00

Forces on atoms 1 to 3 (eV/Å):
Pt -0.015 0.054 -0.043
C 0.000 -0.010 -0.018
C -0.007 -0.063 -0.014

Density functional theory data (wB97M-V/def2-TZVPD) for one molecule with the formula C21H29N7OS in a non-equilibrium geometry.

Computed properties:
SMILES string ... CCC[C@H](c1nnnn1C[C@H]1CCCO1)N1CCN(c2nc3ccccc3s2)CC1
E ... -45560.7126 eV
Energy above the lowest of the compared OMol25 structures with the same formula, charge and spin ... 0.000 eV

Last column: natural (NBO) charge in e.
Element x y z (Å)
1 C 1.971 4.116 2.691  -0.60
2 C 2.369 2.864 1.920  -0.40
3 C 1.217 2.344 1.064  -0.41
4 C 1.619 1.074 0.297  -0.10
5 C 2.622 1.400 -0.753  0.35
6 N 2.602 2.420 -1.582  -0.33
7 N 3.645 2.277 -2.388  -0.06
8 N 4.301 1.232 -2.110  -0.07
9 N 3.697 0.634 -1.076  -0.19
10 C 4.195 -0.590 -0.522  -0.24
11 C 3.138 -1.712 -0.503  0.07
12 C 3.666 -3.060 -1.010  -0.41
13 C 2.889 -4.056 -0.154  -0.43
14 C 2.817 -3.302 1.171  -0.06
15 O 2.684 -1.932 0.830  -0.55
16 N 0.534 0.360 -0.369  -0.45
17 C -0.267 -0.476 0.504  -0.24
18 C -1.109 -1.415 -0.364  -0.22
19 N -1.926 -0.647 -1.280  -0.43
20 C -3.193 -0.368 -0.928  0.33
21 N -3.832 -0.959 0.018  -0.53
22 C -5.132 -0.552 0.097  0.10
23 C -6.073 -1.008 1.013  -0.21
24 C -7.354 -0.495 0.970  -0.21
25 C -7.714 0.464 0.030  -0.23
26 C -6.794 0.933 -0.891  -0.24
27 C -5.512 0.423 -0.850  -0.14
28 S -4.150 0.819 -1.867  0.28
29 C -1.144 0.245 -2.104  -0.20
30 C -0.315 1.178 -1.217  -0.25
31 H 1.683 4.908 2.003  0.21
32 H 2.802 4.473 3.296  0.21
33 H 1.131 3.909 3.349  0.20
34 H 3.220 3.093 1.275  0.20
35 H 2.680 2.086 2.623  0.19
36 H 0.923 3.115 0.351  0.22
37 H 0.364 2.113 1.706  0.21
38 H 2.073 0.361 0.995  0.24
39 H 5.052 -0.864 -1.140  0.24
40 H 4.534 -0.415 0.505  0.23
41 H 2.270 -1.387 -1.095  0.21
42 H 3.502 -3.186 -2.077  0.23
43 H 4.734 -3.146 -0.802  0.20
44 H 3.384 -5.018 -0.059  0.22
45 H 1.886 -4.206 -0.556  0.21
46 H 1.961 -3.581 1.789  0.19
47 H 3.739 -3.449 1.752  0.17
48 H 0.401 -1.062 1.136  0.23
49 H -0.945 0.113 1.144  0.18
50 H -1.766 -2.027 0.252  0.25
51 H -0.449 -2.053 -0.959  0.19
52 H -5.786 -1.753 1.738  0.22
53 H -8.090 -0.845 1.678  0.21
54 H -8.722 0.850 0.017  0.21
55 H -7.065 1.678 -1.623  0.22
56 H -1.799 0.820 -2.759  0.22
57 H -0.473 -0.366 -2.717  0.20
58 H 0.310 1.827 -1.831  0.24
59 H -1.005 1.805 -0.627  0.18

Forces on atoms 1 to 3 (eV/Å):
C 0.169 -0.183 -0.066
C -0.250 0.125 -0.028
C 0.317 -0.270 0.025

Density functional theory data (wB97M-V/def2-TZVPD) for C21H29N8O3PS8Y as an isolated structure.

Computed properties:
Multiplicity ... 2
E ... -137333.5956 eV
Net charge ... -2
Energy above the lowest of the compared OMol25 structures with the same formula, charge and spin ... 0.601 eV

Last column: Löwdin spin population.
Element x y z (Å)
1 Y -0.297 0.321 0.379  0.01
2 N 3.965 -0.048 -2.153  0.03
3 C 5.054 0.656 -1.688  0.02
4 C 6.326 0.474 -2.231  0.01
5 C 7.411 1.196 -1.753  0.01
6 C 7.242 2.092 -0.707  0.01
7 C 5.978 2.264 -0.154  0.00
8 C 4.879 1.570 -0.642  0.02
9 S 3.264 1.933 -0.056  0.02
10 N 2.322 0.600 -0.509  0.20
11 C 2.740 -0.207 -1.475  0.15
12 C 1.967 -1.341 -1.822  0.12
13 C 2.426 -2.351 -2.717  0.06
14 C 1.618 -3.412 -3.018  0.03
15 C 0.348 -3.499 -2.431  0.13
16 C -0.021 -2.508 -1.538  0.00
17 N 0.735 -1.456 -1.221  0.15
18 H 4.060 -0.522 -3.030  0.00
19 H 6.455 -0.240 -3.039  0.00
20 H 8.389 1.048 -2.196  0.00
21 H 8.084 2.652 -0.320  0.00
22 H 5.831 2.961 0.665  0.00
23 H 3.424 -2.317 -3.135  0.00
24 H 1.971 -4.184 -3.694  0.00
25 H -0.328 -4.317 -2.636  0.01
26 H -0.977 -2.566 -1.037  0.00
27 C 2.586 5.372 -1.411  0.00
28 C 1.628 4.538 -2.231  0.00
29 O 0.294 4.733 -1.765  0.00
30 P -0.400 3.555 -0.891  0.00
31 S -0.561 1.924 -2.019  0.00
32 S 0.458 3.274 0.848  0.00
33 O -1.823 4.250 -0.656  0.00
34 C -2.820 4.287 -1.687  0.00
35 C -3.998 3.430 -1.287  0.00
36 H 3.607 5.238 -1.780  0.00
37 H 2.548 5.055 -0.369  0.00
38 H 2.325 6.430 -1.470  0.00
39 H 1.896 3.479 -2.176  0.00
40 H 1.639 4.833 -3.283  0.00
41 H -2.391 3.939 -2.629  0.00
42 H -3.100 5.337 -1.801  0.00
43 H -3.697 2.385 -1.191  0.00
44 H -4.784 3.498 -2.044  0.00
45 H -4.400 3.759 -0.328  0.00
46 S -0.716 -2.087 1.774  0.00
47 S -2.785 -2.128 1.831  0.00
48 S -3.358 -2.197 -0.139  0.00
49 S -2.675 -0.417 -0.965  0.00
50 O -3.467 2.209 3.491  0.00
51 S -3.032 1.728 2.166  0.00
52 N -1.660 1.237 1.975  0.00
53 C 5.187 -1.705 0.811  0.00
54 C 5.525 -1.426 2.272  0.00
55 C 5.976 0.018 2.462  0.00
56 C 4.357 -1.765 3.202  0.00
57 N 3.218 -0.893 3.002  0.00
58 C 2.302 -0.891 2.035  0.00
59 N 1.528 0.149 2.208  0.00
60 N 1.981 0.791 3.298  0.00
61 N 3.010 0.196 3.771  0.00
62 H 6.049 -1.504 0.174  0.00
63 H 4.380 -1.056 0.461  0.00
64 H 4.875 -2.742 0.658  0.00
65 H 6.338 -2.095 2.576  0.00
66 H 5.187 0.711 2.159  0.00
67 H 6.850 0.230 1.844  0.00
68 H 6.222 0.226 3.506  0.00
69 H 4.645 -1.646 4.246  0.00
70 H 4.022 -2.792 3.049  0.00
71 H 2.204 -1.634 1.258  0.00

Forces on atoms 1 to 3 (eV/Å):
Y 0.121 0.246 -0.013
N -0.102 0.260 -0.080
C 0.041 -0.051 0.035